{
  "formula": "C25H33ClIrN6O5",
  "method": "ωB97M-V/def2-TZVPD",
  "species": ["Ir", "O", "N", "N", "O", "C", "C", "C", "C", "C", "C", "H", "H", "H", "H", "H", "N", "C", "C", "C", "N", "H", "H", "H", "H", "H", "H", "H", "H", "H", "H", "C", "C", "O", "C", "C", "C", "C", "C", "C", "H", "H", "H", "H", "H", "H", "H", "H", "O", "C", "N", "C", "O", "C", "C", "C", "C", "N", "C", "H", "H", "H", "H", "H", "H", "H", "H", "Cl", "C", "H", "H"],
  "coordinates": [[0.4265, -0.6556, 0.4163], [0.7082, 0.7894, 1.8154], [1.0406, 0.6190, 3.0704], [1.2311, -0.5658, 3.4027], [1.0927, -1.5479, 2.5381], [1.6273, -0.8875, 4.7688], [1.7736, -2.2201, 5.1044], [2.1787, -2.5337, 6.3948], [2.4254, -1.5252, 7.3126], [2.2681, -0.1932, 6.9482], [1.8654, 0.1412, 5.6676], [1.5740, -2.9927, 4.3771], [2.3036, -3.5705, 6.6764], [2.7436, -1.7752, 8.3157], [2.4677, 0.5922, 7.6642], [1.7421, 1.1739, 5.3759], [1.5722, 0.8937, -0.7202], [2.9370, 1.2684, -0.2809], [3.8654, 0.0739, -0.3043], [3.4936, -0.9871, 0.7158], [2.2305, -1.6955, 0.3774], [1.5797, 0.6487, -1.7068], [0.9535, 1.6939, -0.6145], [2.8620, 1.6764, 0.7264], [3.3247, 2.0577, -0.9261], [4.8731, 0.4177, -0.0711], [3.9068, -0.3607, -1.3098], [3.3724, -0.5530, 1.7078], [4.2915, -1.7275, 0.7725], [2.0798, -2.4061, 1.0934], [2.3350, -2.1625, -0.5207], [-3.2311, -0.1269, -0.6668], [-2.2584, 0.9639, -0.3821], [-1.0328, 0.7299, -0.2009], [-2.6942, 2.3507, -0.3655], [-4.0317, 2.6806, -0.6219], [-4.4370, 4.0014, -0.5920], [-3.5161, 5.0021, -0.3098], [-2.1837, 4.6882, -0.0520], [-1.7761, 3.3722, -0.0769], [-2.7315, -1.0812, -0.7789], [-3.7755, 0.0995, -1.5852], [-3.9709, -0.1954, 0.1351], [-4.7621, 1.9143, -0.8414], [-5.4699, 4.2531, -0.7897], [-3.8385, 6.0350, -0.2849], [-1.4747, 5.4736, 0.1717], [-0.7495, 3.1171, 0.1454], [-0.9417, 2.4134, -5.8493], [-1.4344, 1.1232, -6.1165], [-0.9029, 0.3223, -5.0262], [-1.3386, -0.9289, -4.7894], [-2.2055, -1.4839, -5.4303], [-0.7041, -1.6557, -3.6256], [-0.5649, -3.0368, -3.7030], [-0.0469, -3.7179, -2.6190], [0.2890, -3.0095, -1.4823], [0.1425, -1.6751, -1.3878], [-0.3509, -1.0171, -2.4581], [-1.1260, 2.9890, -6.5981], [-1.0875, 0.7361, -7.0774], [-2.5235, 1.0667, -6.0960], [-0.0931, 0.7058, -4.5689], [-0.8679, -3.5486, -4.6081], [0.0731, -4.7922, -2.6333], [0.6844, -3.5195, -0.6164], [-0.4987, 0.0469, -2.3462], [-1.9229, -3.0907, 0.4280], [-1.1624, -1.7535, 1.2761], [-0.7304, -2.1607, 2.1731], [-1.8987, -0.9774, 1.4629]],
  "forces_ev_per_angstrom": [[0.1, 0.2, -1.5], [0.0, 0.1, 0.5], [-0.1, 0.3, -0.2], [0.0, -0.4, 0.0], [0.3, 0.2, 0.7], [0.0, 0.1, -0.2], [0.0, -0.1, 0.0], [0.0, 0.0, 0.0], [0.0, 0.0, 0.0], [0.0, 0.0, 0.0], [0.0, 0.1, 0.0], [0.0, 0.0, 0.0], [0.0, 0.0, 0.0], [0.0, 0.0, 0.0], [0.0, 0.0, 0.0], [0.0, 0.0, 0.0], [0.0, 0.0, 0.0], [0.1, 0.1, -0.1], [-0.1, 0.0, 0.1], [0.1, 0.1, 0.0], [-0.1, -0.3, 0.4], [0.1, 0.1, 0.0], [0.0, 0.0, -0.1], [-0.1, 0.0, 0.0], [0.0, 0.0, 0.0], [0.0, 0.0, 0.0], [0.1, 0.0, 0.0], [0.0, 0.0, 0.0], [-0.1, -0.1, 0.0], [0.2, -0.1, -0.1], [0.1, 0.1, 0.0], [0.1, 0.0, 0.0], [0.1, 0.1, -0.1], [-0.3, 0.3, 0.5], [0.0, 0.0, 0.0], [0.0, 0.0, 0.0], [0.0, 0.0, 0.0], [0.0, 0.0, 0.0], [0.0, 0.0, 0.0], [0.0, 0.0, 0.0], [0.0, 0.0, 0.0], [0.0, 0.0, 0.0], [0.0, 0.0, 0.0], [0.0, 0.0, 0.0], [0.0, 0.0, 0.0], [0.0, 0.0, 0.0], [0.0, 0.0, 0.0], [0.0, 0.0, 0.0], [-0.1, 0.0, 0.0], [0.0, 0.0, 0.0], [-0.1, 0.1, 0.0], [0.0, -0.1, 0.0], [0.1, 0.0, 0.0], [0.0, 0.0, -0.1], [0.0, -0.1, -0.1], [0.1, 0.0, 0.0], [0.1, 0.2, -0.1], [-0.4, -0.4, 0.0], [0.1, -0.1, 0.1], [0.0, 0.0, 0.0], [0.1, 0.0, 0.0], [0.0, 0.0, 0.0], [0.1, 0.0, -0.1], [0.0, 0.0, 0.0], [0.0, 0.0, 0.0], [-0.1, 0.0, 0.0], [0.0, 0.0, 0.0], [-0.2, -0.2, -0.1], [0.5, 0.2, -0.2], [-0.4, 0.0, 0.3], [-0.1, -0.2, 0.2]],
  "de_lowest_kcal_mol": 30.5,
  "e_tot_ev": -60982.6429,
  "multiplicity": 2,
  "s_squared": 0.753,
  "total_charge": 2,
  "max_force_ev_per_a": 1.5,
  "orbital_gap_ev": [7.7, 6.4]
}

---

{
  "formula": "C25H33F5N7O3SSeTeV",
  "method": "ωB97M-V/def2-TZVPD",
  "species": ["V", "N", "C", "C", "N", "C", "C", "N", "H", "H", "H", "H", "H", "H", "H", "H", "H", "H", "H", "H", "H", "O", "C", "O", "C", "C", "C", "C", "S", "C", "C", "H", "H", "H", "H", "H", "C", "N", "C", "C", "C", "C", "C", "C", "C", "C", "H", "H", "H", "H", "H", "H", "H", "H", "H", "H", "H", "H", "F", "Te", "F", "F", "F", "F", "O", "Se", "N", "C", "C", "C", "C", "N", "C", "N", "H", "H", "H"],
  "coordinates": [[-0.0158, 0.5322, 0.3450], [-1.7993, 2.5318, -0.1175], [-0.9958, 3.6820, -0.5746], [0.2059, 4.0372, 0.3330], [1.1524, 2.9469, 0.7110], [2.5630, 3.3607, 0.6865], [3.2812, 2.9708, -0.5937], [3.5183, 1.5285, -0.6201], [-2.4757, 2.2687, -0.8248], [-2.3472, 2.8196, 0.6936], [-1.5922, 4.5949, -0.5985], [-0.9797, 4.1327, -2.6369], [-0.1710, 4.5329, 1.2301], [0.7559, 4.7802, -0.2404], [0.9477, 2.6855, 1.6766], [3.0757, 2.9017, 1.5357], [2.6286, 4.4430, 0.8173], [4.2052, 3.5565, -0.6588], [2.6569, 3.2351, -1.4507], [4.2020, 1.2686, 0.0816], [3.8840, 1.2363, -1.5176], [-6.8067, -3.2079, 2.2156], [-6.0926, -3.7097, 1.1838], [-6.4380, -4.7399, 0.6777], [-4.9042, -2.9223, 0.7250], [-4.3471, -1.8741, 1.4509], [-3.2588, -1.1685, 0.9663], [-2.7208, -1.4992, -0.2756], [-1.4243, -0.5989, -1.0754], [-3.2557, -2.5716, -0.9934], [-4.3305, -3.2796, -0.4895], [-6.4540, -2.3559, 2.4966], [-4.7329, -1.5858, 2.4232], [-2.8476, -0.3552, 1.5469], [-2.8130, -2.8422, -1.9450], [-4.7483, -4.1189, -1.0296], [1.9655, -3.0613, -1.7448], [1.2600, -3.9523, -0.8425], [2.1353, -4.9708, -0.2968], [0.4290, -3.2433, 0.1322], [1.1852, -2.3349, 1.0898], [1.9016, -2.9715, 2.1039], [2.7993, -2.2934, 2.9159], [3.0178, -0.9466, 2.6986], [2.2676, -0.2846, 1.7399], [1.3200, -0.9390, 0.9578], [2.5488, -3.6554, -2.4499], [2.6543, -2.3731, -1.2283], [1.2405, -2.4706, -2.3101], [2.5505, -5.5521, -1.1225], [1.5619, -5.6473, 0.3415], [2.9772, -4.5684, 0.2879], [-0.1230, -3.9981, 0.6972], [-0.2809, -2.6662, -0.4435], [1.7206, -4.0268, 2.2744], [3.3171, -2.8149, 3.7111], [3.7229, -0.3912, 3.3051], [2.4162, 0.7813, 1.6298], [-1.5021, 1.8699, 4.4124], [-0.9990, 2.2943, 2.6726], [-2.1578, 3.9056, 2.6121], [0.0369, 3.7126, 3.5671], [0.6818, 1.3927, 3.3410], [-2.8571, 1.5845, 2.4442], [-0.7653, 0.2625, 1.6801], [-0.7473, 4.9698, -4.6694], [-0.0207, 3.3462, -4.8018], [0.2974, 2.4034, -3.8955], [0.9281, 1.2437, -4.3840], [1.3805, 0.2464, -3.5278], [1.1664, 0.3909, -2.1879], [0.4779, 1.4327, -1.6412], [0.0499, 2.4164, -2.4459], [-0.5996, 3.4759, -1.9397], [1.0686, 1.1791, -5.4554], [1.8990, -0.6273, -3.9027], [1.5493, -0.3348, -1.4792]],
  "forces_ev_per_angstrom": [[0.3, -0.5, -2.3], [0.5, 0.3, 0.4], [0.3, -0.3, -0.1], [-0.1, -0.3, -0.1], [-0.7, -0.6, 0.4], [0.1, -0.1, -0.3], [0.0, -0.1, 0.0], [0.0, 0.1, 0.0], [0.1, 0.0, -0.2], [-0.2, -0.1, -0.2], [-0.1, 0.1, 0.1], [0.3, 0.0, 0.1], [0.1, 0.0, 0.1], [0.1, 0.0, 0.0], [0.8, 0.5, -0.2], [-0.1, 0.0, 0.0], [0.0, 0.0, 0.1], [0.0, 0.1, 0.0], [0.0, 0.0, 0.0], [0.0, 0.0, 0.0], [-0.1, 0.0, 0.0], [0.0, 0.0, 0.0], [0.1, 0.1, 0.0], [0.0, -0.1, -0.1], [0.0, 0.0, 0.1], [0.0, 0.0, 0.0], [0.1, 0.1, -0.1], [-0.1, -0.1, 0.3], [0.5, 0.5, 0.5], [0.1, 0.0, 0.0], [0.0, -0.1, -0.1], [0.0, 0.0, 0.0], [0.0, 0.0, 0.0], [-0.2, 0.0, 0.0], [-0.1, 0.0, 0.0], [0.0, 0.0, 0.0], [-0.1, 0.0, 0.0], [0.1, 0.0, 0.0], [0.0, 0.1, 0.0], [0.0, 0.0, 0.1], [0.1, 0.0, -0.2], [0.0, 0.1, 0.1], [-0.1, 0.0, -0.1], [0.1, 0.0, 0.1], [-0.2, 0.2, -0.3], [0.2, -0.2, -0.1], [0.0, 0.0, 0.0], [0.0, 0.0, 0.0], [0.0, 0.0, 0.0], [0.0, 0.0, 0.0], [0.0, 0.0, 0.0], [0.0, 0.0, 0.0], [0.0, 0.0, 0.0], [-0.1, 0.0, 0.0], [0.1, 0.0, -0.1], [0.0, 0.0, 0.0], [0.0, 0.0, 0.0], [-0.1, 0.0, 0.1], [-0.1, -0.1, 0.1], [-1.3, 3.2, 4.1], [-0.1, 0.0, -0.3], [0.2, 0.1, -0.3], [0.3, -0.4, -0.2], [0.0, -0.6, -0.4], [-0.6, -1.5, -0.5], [-0.2, 0.1, 0.4], [0.4, -0.6, -0.4], [-0.2, 0.2, 0.2], [-0.1, 0.2, 0.1], [0.1, 0.0, -0.1], [0.1, -0.1, 0.1], [-0.1, -0.3, -0.3], [0.3, -0.2, -0.2], [-0.4, 0.2, -0.3], [0.0, 0.1, 0.0], [0.0, 0.0, 0.0], [0.0, 0.0, -0.1]],
  "de_lowest_kcal_mol": 79.8,
  "e_tot_ev": -165784.4645,
  "multiplicity": 2,
  "s_squared": 0.786,
  "total_charge": -1,
  "max_force_ev_per_a": 5.3,
  "orbital_gap_ev": [4.0, 4.4]
}

---

{
  "formula": "C25H33MoO6",
  "method": "ωB97M-V/def2-TZVPD",
  "species": ["C", "C", "C", "C", "H", "H", "C", "H", "H", "C", "H", "H", "C", "C", "C", "O", "O", "O", "O", "C", "H", "H", "H", "C", "H", "H", "H", "O", "H", "H", "C", "C", "H", "H", "H", "H", "H", "H", "Mo", "C", "C", "C", "H", "C", "C", "H", "H", "H", "H", "C", "C", "C", "H", "C", "C", "H", "H", "H", "H", "C", "C", "O", "H", "H", "H"],
  "coordinates": [[1.9803, -1.3632, -2.7277], [1.7710, -0.2157, -1.7147], [1.3040, -2.5883, -2.0973], [1.5007, -2.3742, -0.5876], [1.7723, -3.5079, -2.4673], [0.2418, -2.5919, -2.3804], [1.9501, -0.9017, -0.3657], [0.7476, 0.1671, -1.8455], [2.4811, 0.6039, -1.8781], [1.1366, -0.3842, 0.8191], [3.0213, -0.8686, -0.1116], [2.3033, -3.0418, -0.2294], [0.2638, -2.5108, 0.3547], [1.5293, -1.0125, -4.1287], [3.4490, -1.6476, -3.0094], [3.8987, -2.7411, -3.2745], [0.7691, -0.0957, -4.3975], [2.1160, -1.7660, -5.0742], [4.1962, -0.5193, -2.9069], [4.7183, 0.1191, -4.0848], [4.4190, 1.1704, -4.0410], [4.3415, -0.3306, -5.0124], [5.8050, 0.0386, -4.0424], [1.5421, -1.5289, -6.3540], [0.4479, -1.5561, -6.2952], [1.9133, -2.3155, -7.0071], [1.8433, -0.5457, -6.7350], [0.4067, -1.4859, 1.3797], [0.4156, 0.4045, 0.5366], [1.7913, 0.0182, 1.6052], [0.2645, -3.8885, 1.0061], [-1.0630, -2.2695, -0.3640], [-1.2875, -3.0898, -1.0561], [-1.0499, -1.3171, -0.9105], [-1.8707, -2.2202, 0.3766], [-0.5945, -4.0068, 1.6729], [1.1844, -4.0479, 1.5798], [0.2035, -4.6631, 0.2308], [-2.0220, 2.3985, 2.8181], [-1.4030, 2.7921, 4.9000], [-0.4860, 1.8375, 4.3286], [0.1922, 2.4731, 3.2278], [-0.2867, 0.8365, 4.6998], [-0.3203, 3.8115, 3.1040], [-1.2947, 4.0146, 4.1461], [-1.8127, 4.9459, 4.3627], [-2.0203, 2.6380, 5.7803], [1.0012, 2.0424, 2.6460], [0.0396, 4.5658, 2.4090], [-4.2529, 2.1902, 1.6938], [-4.0869, 3.4757, 2.3219], [-3.0183, 4.1651, 1.6345], [-4.7242, 3.9070, 3.0929], [-2.5205, 3.2925, 0.5995], [-3.3037, 2.0850, 0.6258], [-3.2381, 1.2733, -0.0957], [-5.0392, 1.4769, 1.9283], [-2.7429, 5.2087, 1.7787], [-1.7822, 3.5657, -0.1529], [-2.5869, -0.9558, 2.9622], [-3.0053, 0.1986, 3.7652], [-3.7159, 0.3365, 4.7198], [-1.4916, -0.9569, 2.8772], [-3.0123, -0.8431, 1.9529], [-2.9297, -1.9011, 3.4106]],
  "forces_ev_per_angstrom": [[0.6, 0.2, -0.1], [-0.3, 0.0, -0.4], [-0.3, 0.0, -0.2], [0.1, 0.2, 0.8], [-0.2, 0.2, 0.1], [0.3, 0.0, 0.1], [0.5, -0.2, -0.1], [0.3, -0.1, 0.1], [-0.4, -0.2, 0.0], [-0.4, 0.3, 0.3], [-0.3, -0.1, -0.1], [-0.4, 0.1, -0.1], [-0.1, 0.0, 0.0], [-1.2, 1.6, 0.0], [0.9, -1.4, 0.5], [-0.2, 1.4, 0.3], [0.7, -1.2, 0.3], [-0.7, 0.1, 0.0], [0.1, 0.2, -0.4], [0.2, -0.2, 0.1], [0.1, -0.2, 0.0], [0.1, 0.0, 0.3], [0.0, 0.1, -0.2], [-0.1, 0.1, -0.7], [0.3, 0.0, 0.0], [0.0, 0.0, 0.1], [-0.1, -0.2, 0.1], [0.8, -0.8, -0.9], [0.3, -0.1, 0.0], [-0.3, -0.1, -0.1], [-0.1, 0.0, 0.2], [-0.2, 0.0, 0.1], [0.0, 0.2, 0.0], [-0.1, -0.2, 0.1], [0.2, 0.0, -0.1], [0.1, 0.0, 0.0], [-0.2, 0.1, -0.1], [0.0, 0.1, 0.1], [-0.1, -1.5, 0.1], [0.2, 0.6, 0.3], [-0.1, 0.5, -0.1], [-0.2, 0.2, 0.0], [-0.1, 0.2, -0.1], [0.4, 0.3, 1.0], [1.2, -0.5, 0.3], [0.0, -0.3, -0.2], [0.1, 0.0, -0.3], [-0.2, 0.1, 0.1], [-0.2, -0.2, 0.0], [0.0, 0.8, -1.1], [0.4, -0.3, -0.4], [-0.9, -0.8, -0.9], [0.2, -0.2, -0.2], [-0.6, 0.2, 0.4], [-0.6, 0.5, 0.7], [0.1, 0.1, 0.3], [0.4, 0.1, 0.1], [0.1, -0.4, 0.1], [-0.1, -0.2, 0.3], [-0.2, -1.6, 0.4], [1.3, 4.5, -2.4], [-0.9, -1.7, 1.3], [-0.3, 0.0, -0.1], [0.2, 0.1, 0.3], [0.0, -0.5, -0.1]],
  "de_lowest_kcal_mol": 0.0,
  "e_tot_ev": -40597.8493,
  "multiplicity": 3,
  "s_squared": 2.017,
  "total_charge": -1,
  "max_force_ev_per_a": 5.3,
  "orbital_gap_ev": [2.3, 4.1]
}